The following is a quantum chemistry calculation of a 23-piece molecular cluster, C23H92O23 overall, from OMol25.

Its LUMO energy is 0.22 eV. The value obtained for the HOMO-LUMO gap is 9.6 eV. The molar mass is 736.966 g mol⁻¹. The total energy is -2661.60253 Ha.

The geometry in ORCA input format:
```
! RIJCOSX wB97M-V def2-TZVPD def2/J DEFGRID3
* xyz 0 1
C 1.375 -0.126 6.219
O 1.302 -1.112 5.244
H 0.482 -0.179 6.841
H 2.213 -0.422 6.849
H 1.545 0.848 5.761
H 0.561 -0.899 4.672
C 0.589 -4.138 2.595
O 0.077 -5.429 2.384
H 0.071 -3.419 1.961
H 0.355 -3.868 3.625
H 1.643 -4.187 2.322
H 0.636 -6.095 2.792
C -0.451 4.714 5.011
O -0.067 3.894 6.111
H 0.183 5.598 5.085
H -0.099 4.239 4.095
H -1.496 5.022 5.043
H 0.845 3.621 5.990
C 1.919 -4.220 -2.584
O 0.714 -4.046 -3.285
H 2.818 -4.169 -3.199
H 1.988 -3.394 -1.877
H 2.126 -5.125 -2.012
H 0.023 -4.404 -2.723
C -2.566 -0.705 -2.872
O -1.166 -0.436 -2.890
H -3.128 -0.205 -2.083
H -2.898 -0.328 -3.839
H -2.737 -1.782 -2.860
H -0.782 -0.767 -3.705
C -2.419 -4.965 -1.734
O -1.251 -5.517 -2.247
H -2.820 -4.209 -2.408
H -3.107 -5.806 -1.648
H -2.208 -4.578 -0.737
H -1.554 -6.162 -2.891
C 3.207 -0.814 -4.726
O 4.477 -0.307 -4.339
H 2.387 -0.183 -4.380
H 3.137 -0.945 -5.806
H 3.181 -1.838 -4.353
H 4.597 -0.552 -3.419
C 4.512 0.069 -0.494
O 4.563 -0.990 -1.480
H 4.156 0.999 -0.938
H 3.894 -0.212 0.358
H 5.482 0.301 -0.054
H 4.674 -1.786 -0.955
C 3.292 2.833 5.740
O 2.747 4.107 6.015
H 3.322 2.099 6.545
H 2.815 2.419 4.851
H 4.340 2.959 5.468
H 3.163 4.750 5.436
C -5.797 1.429 0.951
O -6.660 1.514 2.053
H -5.612 2.441 0.591
H -4.840 0.947 1.148
H -6.326 0.884 0.170
H -6.184 1.602 2.882
C 4.384 -0.673 4.154
O 3.236 -0.547 3.363
H 4.211 -1.408 4.940
H 5.271 -0.959 3.589
H 4.582 0.286 4.634
H 2.528 -0.728 3.986
C -2.970 -2.177 1.051
O -2.322 -1.049 1.555
H -3.620 -2.627 1.801
H -3.551 -1.993 0.147
H -2.260 -2.992 0.912
H -1.638 -0.816 0.922
C -4.808 2.567 -3.197
O -4.141 3.684 -2.649
H -5.831 2.870 -3.422
H -4.302 2.129 -4.058
H -4.776 1.787 -2.437
H -4.250 4.370 -3.311
C -1.597 2.052 -6.307
O -1.705 1.666 -7.671
H -1.550 1.200 -5.629
H -0.790 2.765 -6.134
H -2.517 2.599 -6.101
H -0.786 1.556 -7.929
C 4.555 2.342 2.281
O 3.281 1.851 2.144
H 4.764 2.783 3.256
H 5.379 1.652 2.101
H 4.669 3.226 1.653
H 3.243 0.979 2.545
C 0.914 0.067 0.202
O -0.426 -0.264 -0.142
H 1.383 0.726 -0.528
H 0.969 0.536 1.185
H 1.539 -0.824 0.261
H -0.488 -0.384 -1.092
C -2.263 2.244 -0.131
O -3.146 3.363 -0.035
H -1.493 2.357 -0.894
H -1.673 2.136 0.779
H -2.865 1.354 -0.314
H -3.569 3.562 -0.873
C 0.550 4.031 0.975
O 1.657 3.481 0.334
H -0.252 4.296 0.287
H 0.121 3.348 1.709
H 0.785 4.986 1.444
H 2.333 3.197 0.954
C -1.250 -2.320 -6.099
O -0.407 -2.021 -4.981
H -1.423 -1.367 -6.599
H -0.680 -2.900 -6.824
H -2.244 -2.726 -5.912
H -0.212 -2.880 -4.600
C -0.522 1.241 3.713
O -0.772 -0.118 3.801
H -0.292 1.607 4.714
H 0.319 1.353 3.028
H -1.383 1.790 3.333
H -1.431 -0.288 3.123
C 4.105 -3.520 0.814
O 5.095 -3.289 -0.168
H 3.353 -4.145 0.333
H 4.564 -4.072 1.634
H 3.686 -2.608 1.239
H 5.382 -4.159 -0.454
C 0.463 2.344 -3.027
O 1.399 3.280 -2.516
H -0.557 2.714 -2.917
H 0.620 2.192 -4.095
H 0.587 1.319 -2.676
H 1.286 3.304 -1.563
C -5.981 -1.048 -1.880
O -5.432 -2.029 -2.714
H -5.411 -0.894 -0.964
H -6.127 -0.087 -2.375
H -6.946 -1.369 -1.487
H -5.795 -2.881 -2.464
*
```

Mulliken population analysis, charges in e, atoms 1 to 2: atom 1 (C): -0.17, atom 2 (O): -0.68